ORCA calculation (ωB97M-V/def2-TZVPD) on a structure of composition C26H33CoN8SeSi.

Geometry as ORCA input:
```
! wB97M-V def2-TZVPD RIJCOSX def2/J DEFGRID3
* xyz 1 4
Co -0.359 0.297 0.775
N -1.914 1.651 -0.020
C -2.303 2.797 0.825
C -2.167 2.493 2.334
N -1.164 1.446 2.619
C -0.232 1.653 3.742
C 1.209 1.329 3.341
N 1.258 0.147 2.460
H -1.756 1.957 -0.972
H -2.675 0.983 -0.075
H -3.329 3.110 0.628
H -1.669 3.638 0.561
H -3.138 2.204 2.736
H -1.880 3.411 2.846
H -1.667 0.589 2.782
H -0.524 1.036 4.597
H -0.272 2.688 4.078
H 1.812 1.209 4.242
H 1.628 2.163 2.783
H 1.180 -0.701 3.006
H 2.156 0.094 1.993
C -2.682 -1.618 -4.148
C -1.857 -0.524 -3.918
C -0.962 -0.535 -2.851
C -0.862 -1.635 -1.992
C -1.703 -2.731 -2.249
C -2.605 -2.723 -3.310
Si 0.316 -1.640 -0.505
C 2.085 -1.841 -1.163
C 2.425 -1.750 -2.518
C 3.738 -1.924 -2.949
C 4.742 -2.203 -2.031
C 4.427 -2.308 -0.682
C 3.114 -2.129 -0.260
H -3.373 -1.614 -4.984
H -1.907 0.337 -4.576
H -0.334 0.340 -2.683
H -1.642 -3.611 -1.614
H -3.236 -3.587 -3.492
H 0.086 -2.972 0.142
H 1.652 -1.547 -3.255
H 3.975 -1.856 -4.005
H 5.762 -2.350 -2.366
H 5.205 -2.538 0.039
H 2.884 -2.226 0.802
Se -4.955 -1.833 -0.639
N -4.654 -3.283 0.299
C -3.600 -3.016 1.038
C -3.027 -3.916 1.976
C -1.984 -3.451 2.695
C -1.480 -2.139 2.473
N -1.912 -1.267 1.604
C -3.034 -1.682 0.905
N -3.648 -0.889 0.062
H -3.422 -4.918 2.097
H -1.505 -4.077 3.436
H -0.625 -1.817 3.053
N 3.576 4.817 -1.475
C 2.764 3.842 -0.999
C 1.840 4.088 0.029
C 1.038 3.063 0.469
N 1.061 1.807 -0.010
C 1.956 1.583 -0.987
C 2.802 2.536 -1.503
H 3.549 5.745 -1.097
H 4.224 4.631 -2.218
H 1.759 5.073 0.477
H 0.329 3.256 1.266
H 2.006 0.570 -1.368
H 3.496 2.265 -2.293
*
```

The HOMO-LUMO gap (spin up / spin down) comes out at 5.388 / 6.115 eV. As for the expectation value of S²: 3.761. The value obtained for the HOMO energy (spin up / spin down) is -9.13 / -9.84 eV.

Löwdin population analysis, charges in e, atoms 1 to 4: 0.505, -0.007, -0.207, -0.167

ORCA calculation (ωB97M-V/def2-TZVPD) on a structure of composition C26H33CrN3O5.

Geometry as ORCA input:
```
! wB97M-V def2-TZVPD RIJCOSX def2/J DEFGRID3
* xyz 1 4
Cr -0.283 0.044 0.276
O -1.184 0.901 1.974
C -0.952 -0.051 3.059
C -1.318 -1.450 2.614
N -0.668 -1.741 1.315
C 0.660 -2.386 1.355
C 1.231 -2.250 -0.070
O 2.054 -3.023 -0.480
O 0.718 -1.244 -0.760
C -1.577 -2.546 0.444
C -2.361 -1.638 -0.501
O -3.239 -2.063 -1.197
O -1.960 -0.380 -0.467
H -2.133 0.962 1.777
H -1.502 0.261 3.945
H 0.112 0.017 3.269
H -2.397 -1.517 2.468
H -1.040 -2.185 3.373
H 0.590 -3.440 1.627
H 1.320 -1.883 2.067
H -2.264 -3.136 1.051
H -1.002 -3.245 -0.160
C 3.827 -0.539 -0.863
C 3.712 -0.527 0.637
C 4.583 -1.283 1.418
C 4.573 -1.202 2.800
C 3.731 -0.300 3.436
C 2.844 0.474 2.699
C 2.085 1.600 3.355
C 2.795 0.277 1.314
N 1.723 0.915 0.596
C 1.931 2.006 -0.034
C 3.226 2.743 -0.087
C 0.741 2.573 -0.777
C 0.876 3.877 -1.482
N -0.314 1.854 -0.755
C -1.536 2.313 -1.367
C -1.904 1.748 -2.589
C -1.002 0.779 -3.300
C -3.124 2.127 -3.127
C -3.946 3.028 -2.467
C -3.543 3.588 -1.268
C -2.319 3.250 -0.696
C -1.864 3.940 0.565
H 4.566 -1.275 -1.170
H 4.166 0.435 -1.226
H 2.887 -0.777 -1.355
H 5.281 -1.944 0.921
H 5.253 -1.810 3.381
H 3.781 -0.171 4.510
H 1.987 1.437 4.427
H 1.098 1.774 2.928
H 2.635 2.536 3.222
H 3.984 2.256 0.519
H 3.083 3.766 0.264
H 3.581 2.806 -1.117
H 1.687 3.814 -2.211
H 1.144 4.665 -0.776
H -0.043 4.146 -1.993
H 0.016 1.166 -3.389
H -1.372 0.584 -4.304
H -0.949 -0.173 -2.770
H -3.435 1.702 -4.073
H -4.903 3.298 -2.894
H -4.176 4.307 -0.764
H -2.722 4.305 1.127
H -1.249 4.812 0.327
H -1.277 3.296 1.222
*
```

The HOMO-LUMO gap (spin up / spin down) comes out at 7.753 / 7.516 eV. As for the expectation value of S²: 3.779. The value obtained for the HOMO energy (spin up / spin down) is -11.69 / -11.69 eV.

Löwdin population analysis, charges in e, atoms 1 to 4: 0.950, -0.119, -0.134, -0.107

ORCA calculation (ωB97M-V/def2-TZVPD) on a structure of composition C26H33IrN5O2.

Geometry as ORCA input:
```
! wB97M-V def2-TZVPD RIJCOSX def2/J DEFGRID3
* xyz 2 2
Ir 0.775 0.289 -0.133
O 0.227 -0.476 1.625
C 1.028 -1.205 2.422
C 0.393 -1.908 3.451
C 1.106 -2.706 4.322
C 2.491 -2.829 4.208
C 3.132 -2.124 3.219
C 2.426 -1.314 2.309
C 3.204 -0.511 1.401
N 2.701 0.197 0.463
C 3.445 1.256 -0.217
C 2.638 2.523 0.033
N 1.226 2.208 -0.258
C 0.374 3.167 -0.510
C -0.986 3.003 -0.848
C -1.746 4.194 -1.024
C -3.041 4.163 -1.441
C -3.627 2.916 -1.739
C -2.925 1.751 -1.597
C -1.592 1.742 -1.124
O -0.996 0.580 -1.028
H -0.680 -1.807 3.562
H 0.581 -3.235 5.106
H 3.050 -3.447 4.896
H 4.210 -2.175 3.131
H 4.278 -0.453 1.576
H 3.474 1.033 -1.286
H 4.463 1.355 0.161
H 2.990 3.348 -0.586
H 2.716 2.806 1.086
H 0.761 4.185 -0.502
H -1.261 5.142 -0.823
H -3.605 5.076 -1.568
H -4.647 2.884 -2.102
H -3.361 0.799 -1.866
C -4.548 -1.965 -0.635
C -4.855 -1.211 0.654
C -5.182 -2.179 1.793
C -5.967 -0.189 0.454
N -3.656 -0.428 1.062
N -2.438 -0.889 0.951
H -5.476 -2.388 -1.016
H -3.870 -2.808 -0.476
H -4.138 -1.309 -1.404
H -6.052 -2.775 1.516
H -5.420 -1.644 2.713
H -4.351 -2.860 1.982
H -6.905 -0.709 0.266
H -5.757 0.461 -0.395
H -6.107 0.424 1.346
H -3.774 0.363 1.683
H -2.299 -1.670 0.326
H -1.646 -0.580 1.523
C 1.677 -5.787 -1.930
C 1.332 -4.393 -1.514
C 0.535 -4.130 -0.405
C 0.274 -2.827 -0.032
N 0.744 -1.769 -0.704
C 1.499 -2.015 -1.790
C 1.807 -3.286 -2.217
H 1.047 -6.522 -1.434
H 2.716 -6.003 -1.673
H 1.579 -5.907 -3.008
H 0.123 -4.938 0.184
H -0.313 -2.622 0.851
H 1.845 -1.149 -2.339
H 2.416 -3.412 -3.102
*
```

The HOMO-LUMO gap (spin up / spin down) comes out at 7.159 / 6.980 eV. As for the expectation value of S²: 0.754. The value obtained for the HOMO energy (spin up / spin down) is -13.51 / -13.52 eV. The energy above the lowest of the compared OMol25 structures with the same formula, charge and spin comes out at 161.95 kJ/mol.

Löwdin population analysis, charges in e, atoms 1 to 4: 1.476, -0.285, -0.329, -0.017

| no. | largest force on an atom (eV Å⁻¹) |
| --- | --- |
| 1 | 1.0 |
| 2 | 0.8 |
| 3 | 0.6 |